{"formula": "C20H28N2OsSi", "method": "ωB97M-V with the def2-TZVPD basis set", "elements": ["C", "C", "C", "H", "C", "C", "H", "H", "H", "H", "Os", "C", "H", "H", "H", "Si", "C", "C", "H", "C", "H", "C", "H", "C", "H", "C", "H", "C", "C", "H", "C", "H", "C", "H", "C", "H", "C", "H", "H", "H", "N", "C", "C", "N", "H", "H", "H", "H", "H", "H", "H", "H"], "positions_angstrom": [[-0.551, -0.980, 0.758], [-1.266, -1.379, -0.406], [-0.410, -2.232, -1.154], [-2.260, -1.048, -0.686], [0.859, -2.304, -0.505], [0.784, -1.498, 0.677], [1.594, -1.336, 1.387], [-0.978, -0.357, 1.543], [-0.688, -2.724, -2.078], [1.740, -2.830, -0.865], [0.433, -0.371, -1.014], [-0.523, 1.663, -1.880], [-0.550, 0.835, -2.607], [0.333, 1.633, -1.180], [-0.210, 2.529, -2.485], [-2.444, 2.051, -1.065], [-2.719, 3.794, -0.419], [-3.528, 3.946, 0.727], [-4.023, 3.071, 1.155], [-3.717, 5.210, 1.298], [-4.367, 5.332, 2.172], [-3.099, 6.332, 0.716], [-3.235, 7.322, 1.163], [-2.280, 6.180, -0.412], [-1.782, 7.045, -0.851], [-2.083, 4.916, -0.979], [-1.462, 4.790, -1.871], [-3.450, 1.379, -2.479], [-4.821, 1.687, -2.406], [-5.138, 2.625, -1.943], [-5.759, 0.751, -2.855], [-6.816, 0.927, -2.684], [-5.356, -0.433, -3.477], [-6.078, -1.194, -3.762], [-4.003, -0.631, -3.743], [-3.661, -1.497, -4.307], [-3.052, 0.277, -3.267], [-2.001, 0.116, -3.503], [0.673, -0.681, -2.622], [-3.225, 1.354, -0.040], [2.472, 0.424, -1.145], [3.041, 0.898, 0.167], [2.106, 1.846, 0.893], [0.672, 1.408, 0.804], [2.537, 1.143, -1.876], [3.011, -0.365, -1.509], [3.245, -0.001, 0.764], [3.974, 1.423, -0.056], [2.372, 1.846, 1.962], [2.197, 2.865, 0.487], [0.413, 1.034, 1.722], [0.030, 2.209, 0.717]], "forces_ev_per_angstrom": [[-2.0277, -0.5575, 1.7151], [-1.8076, -1.5959, 1.8249], [-1.0797, -1.5705, -0.8884], [0.0679, -0.3606, 0.1856], [1.0748, -2.5986, 1.0962], [0.4340, -1.6449, 1.6110], [-0.4467, -0.1923, -0.1019], [0.1592, -0.3768, -0.2695], [0.1860, 0.0626, 0.1497], [-0.4160, -0.1379, 0.1708], [2.9324, 3.9954, -4.4928], [-1.8066, 2.2332, 0.0144], [-0.1401, 0.6176, 0.3212], [-0.8671, 0.6726, -0.3603], [-0.6010, 0.3065, -0.2193], [2.4805, 1.0036, -0.4731], [0.2440, -0.2051, -0.2613], [0.0236, 0.2948, -0.1393], [0.1384, 0.2816, 0.0078], [0.0325, 0.0870, -0.3652], [0.3490, -0.0834, -0.3697], [0.1172, -0.4590, 0.0414], [0.0174, -0.3825, -0.2147], [0.0399, -0.1788, -0.0112], [-0.1984, -0.2076, 0.1468], [-0.3016, 0.1602, 0.2004], [-0.1319, 0.2052, 0.3002], [-0.2095, -0.1565, -0.2892], [-2.0505, -0.4606, -0.6855], [-0.0253, -0.3504, -0.0810], [0.0397, 1.4398, 1.0083], [0.1212, 0.0473, -0.0486], [-0.3341, -0.0978, 0.1101], [0.0010, 0.2544, -0.1018], [2.2284, 0.3735, 0.1847], [-0.1568, 0.1369, 0.1512], [-0.4485, -1.2033, -1.2130], [-0.3830, -0.0793, 0.1006], [0.0400, -0.0753, -0.0110], [0.4765, -0.8949, 0.4005], [0.9535, 0.6328, 0.2249], [0.3029, -0.2757, -0.8264], [-0.7045, 0.3183, 0.3426], [0.3283, 0.9272, 1.2531], [0.1421, -0.1629, 0.3624], [0.0329, 0.3175, 0.1730], [0.0428, 0.3444, -0.2275], [0.0415, -0.2029, 0.4047], [0.2450, 0.3508, -0.4926], [-0.0007, -0.3167, 0.2024], [0.2186, -0.0308, -0.4841], [0.6261, -0.2049, -0.0770]], "lowdin_charge": [-0.223, -0.249, -0.243, 0.102, -0.243, -0.238, 0.126, 0.121, 0.127, 0.132, 1.322, -0.262, -0.051, -0.054, 0.054, 0.814, -0.327, -0.112, 0.093, -0.052, 0.121, -0.040, 0.123, -0.057, 0.118, -0.096, 0.102, -0.202, -0.016, 0.135, 0.011, 0.135, 0.045, 0.146, 0.008, 0.136, -0.025, 0.105, 0.031, 0.040, -0.102, -0.198, -0.190, -0.070, 0.113, 0.106, 0.114, 0.129, 0.133, 0.129, 0.089, 0.091], "gap_ev": [4.29, 4.31], "energy_ev": -34495.86227, "charge": 2, "e_above_lowest_ev": 2.479, "spin_multiplicity": 5, "e_homo_ev": [-10.75, -14.73]}


{"formula": "C4H6", "method": "ωB97M-V with the def2-TZVPD basis set", "elements": ["C", "C", "C", "C", "H", "H", "H", "H", "H", "H"], "positions_angstrom": [[-1.346, -0.399, -0.099], [-0.654, 0.669, 0.191], [0.739, 0.702, -0.100], [1.376, -0.422, 0.143], [-2.354, -0.531, 0.100], [-0.785, -1.166, -0.501], [-1.304, 1.423, 0.496], [1.035, 1.443, -0.752], [2.346, -0.449, -0.180], [0.947, -1.270, 0.702]], "forces_ev_per_angstrom": [[0.4349, -0.2717, 0.1411], [-1.6366, 0.1817, -0.0781], [-1.2436, -1.5421, 0.7074], [-0.3388, -0.1753, 0.9613], [-1.7979, -0.0768, 0.2686], [0.4744, -1.9473, -0.9907], [-0.1471, 2.0901, 0.8185], [1.4038, 1.7225, -0.8653], [2.4942, -0.7197, -0.7167], [0.3567, 0.7386, -0.2460]], "lowdin_charge": [0.010, -0.203, -0.176, 0.011, 0.044, 0.035, 0.081, 0.083, 0.027, 0.087], "gap_ev": 10.51, "energy_ev": -4242.94940, "charge": 0, "e_above_lowest_ev": 1.011, "e_homo_ev": -9.23}


{"formula": "C18H24F4LiN2", "method": "ωB97M-V with the def2-TZVPD basis set", "elements": ["Li", "C", "C", "N", "C", "C", "C", "C", "N", "C", "C", "F", "C", "F", "C", "C", "F", "C", "F", "H", "H", "H", "H", "H", "H", "H", "H", "H", "H", "H", "H", "H", "H", "H", "C", "C", "C", "C", "C", "C", "H", "H", "H", "H", "H", "H", "H", "H", "H"], "positions_angstrom": [[1.311, -4.398, 12.615], [4.626, -4.578, 11.590], [3.638, -3.974, 10.576], [2.500, -3.175, 11.142], [1.585, -2.940, 10.020], [0.305, -2.120, 10.320], [2.946, -1.971, 11.873], [2.036, -1.469, 12.984], [1.143, -2.517, 13.475], [0.192, -2.203, 14.351], [-0.891, -3.130, 14.507], [-0.922, -4.147, 13.563], [-1.806, -3.101, 15.533], [-2.766, -4.051, 15.615], [-1.744, -2.046, 16.453], [-0.774, -1.059, 16.300], [-0.747, -0.043, 17.201], [0.123, -1.092, 15.264], [1.070, -0.133, 15.078], [5.259, -5.307, 11.052], [4.058, -5.106, 12.414], [5.326, -3.830, 12.030], [3.174, -4.799, 10.033], [4.189, -3.390, 9.801], [1.236, -3.933, 9.677], [2.124, -2.476, 9.158], [-0.209, -2.488, 11.223], [-0.366, -2.259, 9.456], [0.498, -1.037, 10.440], [3.146, -1.123, 11.182], [3.888, -2.247, 12.368], [1.478, -0.581, 12.612], [2.723, -1.110, 13.793], [-2.423, -1.995, 17.293], [4.545, -6.627, 16.259], [4.246, -7.353, 14.933], [3.591, -8.723, 15.173], [5.433, -7.384, 13.957], [3.217, -6.552, 14.293], [2.391, -5.862, 13.708], [5.336, -7.181, 16.804], [3.618, -6.544, 16.862], [4.888, -5.592, 16.100], [4.281, -9.393, 15.738], [3.326, -9.142, 14.170], [2.690, -8.572, 15.781], [6.277, -8.002, 14.330], [5.821, -6.336, 13.825], [5.112, -7.744, 12.959]], "forces_ev_per_angstrom": [[0.3885, 0.3953, 0.7851], [-0.2303, 0.0653, 0.4462], [0.0950, 0.3290, 0.3644], [0.4637, -0.4752, -0.4348], [-0.6109, 0.3170, 0.0016], [0.2410, -0.1122, -0.0770], [0.5961, -0.5242, -0.3815], [-0.4330, 0.2218, 0.9322], [-0.3399, 0.6115, -0.6227], [0.0683, -0.3331, 0.4214], [0.2918, -0.5606, -0.5040], [-0.1890, 0.4227, 0.6989], [0.6119, 0.7667, -0.2748], [0.2040, 0.2695, 0.1142], [-0.4114, -0.2900, 0.3452], [-0.3306, -0.2554, -0.2047], [0.0883, -0.1147, -0.2236], [0.4266, -0.5484, -0.9784], [-0.2883, 0.2908, 0.7203], [-0.2676, 0.1856, 0.2252], [0.6943, 0.5427, -0.8320], [-0.5663, -0.3917, -0.2505], [-0.0405, -0.0550, 0.0441], [-0.2254, 0.0052, 0.3170], [0.2792, 0.3167, 0.0450], [-0.1723, -0.1152, 0.3281], [0.2734, 0.1726, -0.2932], [0.1654, 0.1902, 0.3004], [-0.0233, -0.5295, 0.0010], [0.1143, -0.3782, 0.0922], [-0.1736, 0.0257, -0.4253], [0.1160, -0.3586, 0.2752], [-0.4812, -0.0127, -0.6102], [-0.0212, -0.0228, -0.0803], [0.4802, -0.3608, 0.3802], [-0.6913, 0.6333, -0.0166], [0.7693, -0.4269, -0.0320], [0.7766, 0.4164, 0.1190], [-0.7359, 0.6425, -0.7439], [-0.3706, 0.0501, -0.3289], [-0.3513, 0.2762, 0.0992], [0.5634, -0.2649, -0.2649], [-0.0286, -0.3908, -0.1723], [-0.3888, 0.1501, -0.4736], [0.1201, 0.0755, 0.9699], [0.1350, -0.1436, -0.3064], [-0.3715, 0.1555, -0.1663], [-0.3674, -0.9593, 0.0870], [0.1478, 0.0957, 0.5851]], "lowdin_charge": [0.520, -0.111, -0.257, -0.223, -0.271, -0.083, -0.186, -0.259, -0.043, -0.220, -0.138, 0.001, -0.235, 0.061, 0.006, -0.243, 0.050, -0.144, 0.038, 0.070, 0.021, 0.068, 0.101, 0.112, 0.110, 0.114, 0.064, 0.069, 0.071, 0.123, 0.102, 0.104, 0.113, 0.110, -0.075, -0.674, -0.077, -0.074, -0.333, -0.106, 0.073, 0.087, 0.080, 0.076, 0.090, 0.079, 0.072, 0.085, 0.084], "gap_ev": 6.41, "energy_ev": -33109.76617, "charge": -1, "e_homo_ev": -3.63}


{"formula": "C4H10OS2", "method": "ωB97M-V with the def2-TZVPD basis set", "elements": ["C", "S", "S", "C", "C", "C", "O", "H", "H", "H", "H", "H", "H", "H", "H", "H", "H"], "positions_angstrom": [[-2.568, 0.568, -1.766], [-1.573, -0.703, -2.583], [-0.413, -1.405, -1.002], [0.659, 0.034, -0.673], [0.771, 0.315, 0.837], [1.532, -0.793, 1.552], [1.826, -0.523, 2.892], [-2.660, 1.327, -2.552], [-2.127, 1.018, -0.878], [-3.519, 0.125, -1.522], [0.238, 0.901, -1.194], [1.681, -0.094, -1.037], [1.473, 1.161, 0.820], [-0.154, 0.523, 1.361], [2.437, -0.968, 0.990], [1.004, -1.757, 1.520], [1.393, 0.271, 3.234]], "forces_ev_per_angstrom": [[-0.0170, 0.1119, -0.6667], [0.8402, -0.2034, 0.6773], [-0.2742, 0.2075, -0.4877], [-0.3868, 0.1708, 0.5432], [1.2977, -0.1769, -0.6344], [-0.8378, -0.4506, -0.4338], [0.3437, 0.3627, 0.8616], [-0.3255, 0.0254, 0.3830], [0.2334, -0.1808, -0.1540], [-0.4217, 0.1370, 0.1593], [0.0096, -0.2337, 0.1199], [-0.1560, -0.2790, -0.2358], [-0.4721, 0.3115, 0.6138], [-0.2992, 0.2421, -0.2012], [0.6782, 0.0421, -0.0019], [-0.2527, 0.1906, -0.0869], [0.0403, -0.2772, -0.4558]], "lowdin_charge": [-0.473, 0.431, 0.481, -0.553, -0.261, -0.317, -0.058, 0.029, 0.028, 0.018, 0.059, 0.077, 0.120, 0.110, 0.112, 0.108, 0.089], "gap_ev": 9.41, "energy_ev": -28027.70816, "charge": 0, "e_above_lowest_ev": 0.883, "e_homo_ev": -8.67}